The following is a DFT calculation (the ωB97M-V functional and the def2-TZVPD basis) of a cluster of 2 separate species, C5H14 in total at a distorted geometry.

The energy above the lowest of the compared OMol25 structures with the same formula, charge and spin comes out at 0.423 eV. Its total charge is +1. As for the expectation value of S²: 0.753. As for the spin multiplicity: 2.

XYZ file:
```
19
Properties=species:S:1:pos:R:3:forces:R:3
C 1.2749 1.7355 -1.6257 -0.778 -0.229 -0.177
C 0.6543 0.8317 -2.7052 0.331 -0.258 0.094
H 0.5776 2.5389 -1.4005 -0.089 0.006 0.357
H 1.4394 1.1262 -0.7298 0.287 0.375 0.037
H 2.1908 2.2358 -1.9172 0.242 -0.237 -0.109
H -0.0641 1.3578 -3.3277 0.179 0.126 -0.196
H 0.0866 0.0045 -2.2576 0.072 0.081 0.038
H 1.4271 0.3679 -3.3282 -0.248 0.126 0.003
C -0.7171 -1.0712 1.9569 -0.090 -0.456 -1.126
C -1.9358 -0.7758 1.1810 0.327 0.627 0.001
C 0.6278 -0.8782 1.3499 -0.130 0.832 0.158
H -0.6961 -0.3530 2.8564 0.299 -0.233 0.412
H -0.7941 -2.0397 2.4922 -0.143 0.279 0.565
H -2.1869 0.3009 1.4035 -0.189 -0.191 0.120
H 0.5750 -1.1128 0.2741 0.101 -0.342 0.061
H 1.0240 0.1671 1.2225 -0.173 -0.160 0.200
H -2.8046 -1.3820 1.4332 0.088 0.105 -0.181
H -1.7265 -0.6314 0.1119 -0.247 -0.326 -0.070
H 1.3735 -1.3562 1.9834 0.161 -0.124 -0.187
```
Forces are in eV/Å.